C8H13N3O3S | wB97M-V/def2-TZVPD

CARTESIAN COORDINATES (ANGSTROEM)
C  -2.616529  -1.701818  -1.152043
C  -2.186569  -0.449888  -1.345135
C  -1.073773  -1.628180  0.810032
C  1.438079  0.923718  -0.673389
C  -1.859768  -2.513719  -0.185264
C  -1.204582  0.171542  -0.585866
C  2.749876  -0.930954  -0.070662
C  2.401924  0.879009  1.639094
N  -0.771701  -0.422861  0.586979
N  -1.519440  2.735108  0.554407
N  2.260234  0.391014  0.242955
O  1.426030  0.742729  -1.851744
O  0.742842  1.875687  -0.082554
O  -0.883331  2.314746  -2.020515
S  -0.738083  1.796171  -0.687501
H  -3.468105  -2.078330  -1.583622
H  -2.715596  0.267766  -2.006467
H  -1.066872  -1.929977  1.849329
H  -2.702469  -2.997954  0.443461
H  -1.084811  -3.214844  -0.500871
H  3.560682  -0.872776  -0.875198
H  3.168887  -1.251210  0.815202
H  2.025145  -1.710965  -0.580389
H  3.231386  1.549376  1.827194
H  1.510034  1.378089  2.048397
H  2.498192  -0.038033  2.154052
H  -1.136827  3.425648  1.280815
H  -1.984852  3.290908  -0.050684

Cartesian forces, eV/Å:
2.662 1.581 0.374
-2.353 1.332 -2.271
-1.843 -0.074 -0.234
3.764 -0.995 -0.157
-0.735 -0.545 2.912
2.559 1.034 1.381
0.318 -0.484 -3.977
-1.244 -0.111 -0.751
0.193 1.136 0.533
2.443 -0.923 1.725
-0.281 -0.385 0.197
-0.050 -0.884 -0.792
-3.121 2.788 0.766
-0.451 0.765 1.239
-1.532 -1.614 0.480
-1.768 -0.736 -1.113
0.099 -0.849 0.130
0.723 -0.463 0.103
1.747 -0.191 -0.748
-0.633 -0.551 -0.650
-0.750 0.018 1.169
0.907 -1.427 1.573
0.747 1.834 1.529
0.436 -0.072 -0.407
0.134 -0.336 -0.551
0.393 -0.617 1.236
0.425 -1.761 -1.513
-2.789 2.530 -2.182

Properties
- LUMO (eV) = 0.224
- Kohn-Sham gap (eV) = 7.1
- energy relative to the best compared isomer or geometry (same formula, charge and spin) (kcal/mol) = 104.1



C8H13N3O3S | wB97M-V/def2-TZVPD

CARTESIAN COORDINATES (ANGSTROEM)
C  -3.462261  -1.061169  1.603096
C  -4.341401  -0.922926  0.356772
O  -3.748258  -0.406689  -0.887654
C  -3.366172  0.790299  -0.890999
C  -1.948368  0.754522  -0.552594
O  -1.540680  1.836920  0.140292
N  -1.356718  -0.339813  -0.458433
C  0.023646  -0.334268  -0.401114
N  0.654289  -1.430082  -0.521791
N  2.002761  -1.402804  -0.023190
C  2.224110  -0.002073  0.470348
S  0.858250  1.054446  0.314029
C  3.682075  -0.022851  0.794726
O  4.529915  0.546650  -0.137788
C  4.901658  -0.688400  -1.040980
H  3.981711  -1.260389  -1.174386
H  5.547832  -0.458445  -1.686285
H  5.478797  -1.399076  -0.212073
H  4.174754  -0.565111  1.436018
H  3.591961  1.111084  1.635501
H  -1.800246  -1.016202  -1.107642
H  -3.576190  1.261974  -1.749333
H  -4.050234  1.607230  -0.203356
H  -5.011575  -1.829166  0.299168
H  -5.293841  -0.038689  0.397164
H  -3.965618  -1.390795  2.385608
H  -2.724019  -1.965455  1.273574
H  -3.011505  0.054052  1.729616

Cartesian forces, eV/Å:
4.350 2.360 -5.875
-4.620 2.663 0.231
-4.070 -8.921 0.540
-0.061 5.852 3.545
-1.420 11.412 6.102
-0.262 -3.734 -3.499
2.002 -4.317 -3.207
1.232 0.219 1.880
2.540 -1.174 0.832
-3.143 6.057 0.336
0.075 -7.792 -2.692
1.121 -1.325 0.126
-2.945 11.325 1.004
0.664 -2.907 -3.127
-3.812 -2.223 10.278
0.252 0.396 -1.073
4.457 2.113 -5.638
-1.096 1.562 -2.145
1.656 -4.323 3.179
0.498 -2.850 -1.635
0.643 -0.267 0.868
-0.268 1.506 -3.938
2.106 -2.284 -0.842
1.350 0.572 -1.205
2.636 -2.250 0.906
-2.502 -1.145 3.580
-1.032 2.539 1.147
-0.352 -3.064 0.325

Properties
- LUMO (eV) = 0.250
- Kohn-Sham gap (eV) = 9.4
- energy relative to the best compared isomer or geometry (same formula, charge and spin) (kcal/mol) = 210.4



| no. | DFT total energy (eV) |
| --- | --- |
| 1 | -29949.3671 |
| 2 | -29944.7576 |